Model A:
Computed, not measured: the molecule C5H8N4, with ωB97M-V/def2-TZVPD.

* gap between HOMO and LUMO: 9.988 eV
* LUMO energy: 0.705 eV
* structure (SMILES): [H]/N=C(/N)[C@@]12CC=NN1C2

Last column: Löwdin charge in e.
Cartesian coordinates (Å):
H 1.4230 0.2310 -1.7485  0.05
N 0.7707 1.0077 -1.9986  0.12
C -0.1026 1.0450 -1.0683  -0.46
N -1.1452 1.9618 -1.1484  0.11
C -0.0343 0.2044 0.1813  -0.36
C -1.2482 -0.5564 0.6842  -0.10
C -0.6042 -1.8453 1.1141  -0.14
N 0.6318 -1.9317 0.8627  0.07
N 1.1064 -0.7408 0.2636  -0.05
C 1.0701 0.4171 1.1555  -0.05
H -1.3325 2.2978 -2.0972  0.10
H -1.9777 1.8298 -0.6020  0.08
H -1.9499 -0.6694 -0.1663  0.12
H -1.8147 -0.0731 1.5335  0.13
H -1.1040 -2.6817 1.6110  0.11
H 1.8556 1.1593 0.9776  0.12
H 0.8701 0.2397 2.2356  0.13

Model B:
Computed, not measured: the molecule C5H8N4, with ωB97M-V/def2-TZVPD.

* gap between HOMO and LUMO: 7.730 eV
* LUMO energy: 0.482 eV

Last column: Löwdin charge in e.
Cartesian coordinates (Å):
C -0.8498 0.1519 2.1525  -0.36
C -1.3599 -1.6855 0.4733  -0.24
C -1.4377 -0.9984 1.6726  -0.18
C 0.7412 -0.0714 0.3397  -0.22
C -0.0504 0.4714 -1.8946  0.00
N -0.3416 1.1453 2.4547  0.12
N -0.9419 -1.2667 -0.6822  0.01
N -0.0128 -0.2658 -0.6557  -0.19
N 1.6839 0.8841 0.4259  0.12
H -2.0276 -2.5139 0.2082  0.11
H -1.6956 -1.6621 2.6070  0.13
H 0.6951 -0.8957 1.0225  0.14
H 0.3896 -0.0503 -2.7725  0.11
H -1.1684 0.6695 -2.0570  0.12
H 0.4234 1.4063 -1.5397  0.08
H 2.0783 1.3024 1.2891  0.12
H 1.8036 1.6798 -0.2515  0.12

Which structure is most stable, and how do the rest compare? From most to least stable: model A, model B.

Model A:
Computed, not measured: a cluster of 2 separate species, C3H9S2 in total, with ωB97M-V/def2-TZVPD.

* gap between HOMO and LUMO: 6.342 eV
* LUMO energy: 3.664 eV
* charge: -1

Last column: Löwdin charge in e.
Cartesian coordinates (Å):
C -2.1198 -1.2795 -0.1704  -0.53
S -1.1388 -1.4880 -1.6964  0.48
H -1.5111 -1.2145 0.7313  0.02
H -2.7448 -0.4184 -0.3877  0.00
H -2.7488 -2.1546 -0.0140  0.00
C 0.6749 1.5260 0.4259  -0.24
C 1.8336 0.5298 0.4932  -0.76
S 2.0849 -0.2344 -1.1699  0.17
H -0.2682 0.9746 0.4196  0.03
H 0.7763 2.1500 -0.4593  0.04
H 0.5936 2.2359 1.2622  0.04
H 2.6909 1.0766 0.8963  0.03
H 1.6328 -0.3645 1.0742  0.01
H 0.2445 -1.3391 -1.4051  -0.28

Model B:
Computed, not measured: a cluster of 2 separate species, C3H9S2 in total, with ωB97M-V/def2-TZVPD.

* gap between HOMO and LUMO: 6.239 eV
* LUMO energy: 3.432 eV
* charge: -1

Last column: Löwdin charge in e.
Cartesian coordinates (Å):
C 1.2246 -0.7261 -0.8816  -0.24
C 0.5690 -1.0350 0.4734  -0.65
S 0.7724 0.2568 1.7285  0.70
C -0.4556 1.4917 1.1946  -0.48
H 0.9438 -1.5422 -1.5432  0.05
H 2.2948 -0.5685 -0.7133  0.05
H 0.8230 0.2003 -1.2789  -0.01
H 1.0005 -1.9334 0.9265  0.05
H -0.5050 -1.2404 0.3621  -0.03
H -1.4635 1.0883 1.2041  -0.02
H -0.3851 2.3438 1.8739  0.01
H -0.2309 1.8017 0.1783  -0.01
S -1.8051 -0.0200 -1.3064  0.01
H -2.7829 -0.1169 -2.2178  -0.44

Which structure is most stable, and how do the rest compare? From most to least stable: model B, model A.

Model A:
Computed, not measured: a cluster of 2 separate species, C3H6NO3 in total, with ωB97M-V/def2-TZVPD.

* gap between HOMO and LUMO: 8.872 eV
* LUMO energy: 4.310 eV
* charge: -1

Last column: Löwdin charge in e.
Cartesian coordinates (Å):
C -1.2005 0.0261 -2.8035  -0.04
C -0.2851 0.1600 -1.8478  -0.33
O 0.5411 -0.8239 -1.4717  -0.05
H -1.8239 0.8744 -3.0481  0.02
H -1.3962 -0.9139 -3.2962  0.03
H -0.1012 1.1170 -1.3763  0.09
H 0.7323 -0.7994 -0.4719  0.04
N 0.7016 0.0857 3.0996  0.09
C 0.5305 0.0975 1.7069  -0.82
O 0.9600 -0.9425 1.1162  -0.09
O 0.0064 1.1029 1.2047  -0.06
H 0.2190 0.7445 3.6781  0.06
H 1.1159 -0.7285 3.5098  0.06

Model B:
Computed, not measured: a cluster of 2 separate species, C3H6NO3 in total, with ωB97M-V/def2-TZVPD.

* gap between HOMO and LUMO: 8.240 eV
* LUMO energy: 4.019 eV
* charge: -1

Last column: Löwdin charge in e.
Cartesian coordinates (Å):
N 2.5376 -0.3976 -1.8298  0.06
C 1.3351 -0.2430 -1.1020  -0.86
O 0.5016 -1.1858 -1.1458  -0.11
O 1.2204 0.8332 -0.4538  -0.12
H 3.3588 0.1772 -1.5398  0.08
H 2.7664 -1.3625 -2.1135  0.06
C -1.6967 -0.3971 1.9308  -0.03
C -1.5172 0.3439 0.8302  -0.26
O -2.2632 1.4853 0.6358  -0.03
H -1.1384 -1.3152 2.1044  0.04
H -2.4350 -0.1042 2.6810  0.03
H -0.7770 0.1186 0.0247  0.08
H -1.8923 2.0472 -0.0222  0.07

Which structure is most stable, and how do the rest compare? From most to least stable: model A, model B.

Model A:
Computed, not measured: a cluster of 2 separate species, C2H3BrCl2Si in total, with ωB97M-V/def2-TZVPD.

* gap between HOMO and LUMO (spin up / spin down): 6.207 / 4.977 eV
* LUMO energy (spin up / spin down): -2.184 / -2.720 eV

Last column: Löwdin charge in e.
Cartesian coordinates (Å):
C 0.1635 0.1749 -0.0928  0.01
C 0.7711 -0.8366 0.5632  -0.33
Si 1.5743 -2.2898 -0.2228  -0.05
Cl 1.9750 -2.4814 -2.2002  0.35
Cl 2.7955 -3.3701 1.0003  0.34
Br -1.9362 -3.8422 0.8665  -0.50
H -0.2227 1.0020 0.2765  0.01
H 0.2885 0.1959 -1.2335  0.09
H 0.5505 -1.1683 1.6014  0.07

Model B:
Computed, not measured: the molecule C2H3BrCl2Si, with ωB97M-V/def2-TZVPD.

* gap between HOMO and LUMO (spin up / spin down): 8.368 / 8.367 eV
* LUMO energy (spin up / spin down): -0.368 / -0.368 eV
* structure (SMILES): Cl[Si](Cl)=CCBr

Last column: Löwdin charge in e.
Cartesian coordinates (Å):
Cl 3.4058 -1.3254 -1.4191  0.26
Si 1.3825 -1.8427 -1.4410  -0.02
Cl 1.2381 -3.8418 -1.9883  0.24
C -0.0519 -0.8630 -1.1003  -0.41
C 0.2354 0.5379 -0.6497  -0.75
Br -1.1523 1.8610 -1.0925  0.58
H -1.1161 -1.2131 -0.9194  0.06
H 0.4885 0.6577 0.3973  0.05
H 1.0687 0.8038 -1.2050  -0.01

Which structure is most stable, and how do the rest compare? From most to least stable: model B, model A.